Record 1
{"formula": "C3H9N2O2", "method": "ωB97M-V/def2-TZVPD", "orbital_gap_ev": 10.2, "homo_energy_ev": -13.47, "total_charge": 1, "lumo_energy_ha": -0.1193, "relative_energy_ev": 5.728, "elements": ["C", "C", "C", "N", "N", "O", "O", "H", "H", "H", "H", "H", "H", "H", "H", "H"], "xyz": [[0.1454, 0.9829, -0.0844], [0.8971, -0.1019, -0.0814], [-1.3200, 0.9724, 0.1527], [0.2345, -1.3323, 0.1587], [-1.9971, -0.2331, -0.2908], [3.2597, 0.5169, -0.3268], [2.2460, -0.4889, -0.0782], [0.5494, 1.9317, -0.1463], [-1.7096, 1.8138, -0.3793], [-1.2881, 1.2236, 1.1693], [-0.9532, -1.0255, -0.0328], [0.2544, -1.6721, 1.1022], [0.5126, -2.1065, -0.4537], [4.1090, 0.2648, 0.1225], [-2.7026, -0.6813, 0.4022], [-2.2374, -0.0645, -1.2338]]}

---

Record 2
{"formula": "C21H64N14O9", "method": "ωB97M-V/def2-TZVPD", "orbital_gap_ev": 9.2, "homo_energy_ev": -9.15, "smiles": "COC[C@H](C)N.COC[C@H](C)N.COC[C@H](C)N.COC[C@H](C)N.NC(N)=O.NC(N)=O.NC(N)=O.NC(N)=O.NC(N)=O", "lumo_energy_ha": 0.0007, "relative_energy_ev": 7.752, "elements": ["C", "C", "C", "O", "C", "N", "H", "H", "H", "H", "H", "H", "H", "H", "H", "H", "H", "C", "C", "C", "O", "C", "N", "H", "H", "H", "H", "H", "H", "H", "H", "H", "H", "H", "C", "C", "C", "O", "C", "N", "H", "H", "H", "H", "H", "H", "H", "H", "H", "H", "H", "C", "C", "C", "O", "C", "N", "H", "H", "H", "H", "H", "H", "H", "H", "H", "H", "H", "C", "O", "N", "N", "H", "H", "H", "H", "C", "O", "N", "N", "H", "H", "H", "H", "C", "O", "N", "N", "H", "H", "H", "H", "C", "O", "N", "N", "H", "H", "H", "H", "C", "O", "N", "N", "H", "H", "H", "H"], "xyz": [[7.5523, 0.8633, -29.5305], [6.2529, 1.2192, -28.7500], [5.0881, 0.3152, -29.3931], [3.7815, 0.6977, -28.7990], [2.8552, -0.3496, -29.0502], [6.5267, 0.8206, -27.3341], [8.4346, 1.4873, -29.3874], [7.1799, 1.0820, -30.5312], [7.8041, -0.1962, -29.4856], [6.0202, 2.2740, -28.8966], [5.3059, -0.7051, -29.0775], [5.0382, 0.2511, -30.4801], [1.9782, -0.1690, -28.4286], [3.1097, -1.3514, -28.7039], [2.4255, -0.3021, -30.0508], [5.6293, 0.9086, -26.8792], [6.8165, -0.1457, -27.3836], [3.6999, -0.9220, -21.0411], [2.7772, 0.2008, -20.4625], [1.4499, 0.4652, -21.2408], [1.6646, 1.2470, -22.3764], [0.3508, 1.6875, -22.9082], [2.4370, -0.3007, -19.1296], [4.7284, -1.0203, -20.6937], [3.8074, -0.7655, -22.1145], [3.2535, -1.9122, -20.9506], [3.3915, 1.1008, -20.4894], [0.7355, 0.9107, -20.5486], [1.0845, -0.4852, -21.6297], [-0.1984, 0.9568, -23.5019], [0.3993, 2.3234, -23.7922], [-0.2734, 2.0643, -22.0980], [3.2544, -0.6621, -18.6591], [1.8326, -1.1016, -19.2446], [8.6528, -9.3018, -21.8247], [8.4351, -8.1132, -22.7119], [8.0852, -6.8183, -22.0322], [8.0798, -5.6466, -22.9619], [7.2828, -5.6490, -24.1243], [9.7456, -7.8549, -23.1922], [8.6271, -10.1928, -22.4520], [7.7652, -9.3584, -21.1946], [9.4896, -9.3750, -21.1302], [7.6940, -8.3180, -23.4845], [8.7720, -6.5220, -21.2394], [7.1878, -6.9880, -21.4372], [6.2588, -5.6389, -23.7508], [7.2923, -6.5805, -24.6902], [7.4876, -4.7888, -24.7616], [10.2415, -8.5334, -23.7525], [9.6241, -7.0310, -23.7635], [2.7553, -1.3597, -34.9134], [2.0327, -0.0897, -35.3384], [2.8358, 1.1337, -35.5587], [2.9545, 1.8674, -34.3109], [4.0428, 2.7849, -34.1967], [1.4630, -0.5354, -36.6336], [3.3543, -1.7829, -35.7198], [2.1354, -2.1477, -34.4859], [3.4558, -1.1665, -34.1009], [1.3066, 0.1618, -34.5653], [2.4199, 1.8920, -36.2221], [3.8223, 0.8329, -35.9114], [4.9070, 2.1269, -34.1053], [4.0304, 3.2528, -33.2123], [4.1192, 3.5204, -34.9975], [0.7272, -1.1715, -36.3617], [0.9624, 0.2829, -36.9496], [5.3397, 6.1330, -25.2604], [4.7245, 7.1545, -25.3404], [4.6559, 5.0249, -25.2390], [6.6028, 6.0014, -25.4049], [3.7205, 4.9913, -24.8595], [5.1628, 4.1934, -25.5071], [7.1906, 6.8142, -25.2871], [7.0713, 5.1678, -25.7303], [9.1862, -1.3017, -35.5373], [9.9379, -0.6598, -34.7980], [9.0183, -2.5995, -35.3664], [8.4476, -0.7592, -36.4631], [8.1596, -2.9712, -35.7466], [9.8472, -2.9194, -34.8861], [8.4829, 0.2501, -36.4552], [7.8895, -1.3717, -37.0406], [-0.6590, 5.0176, -31.1423], [-1.2014, 5.8961, -30.4641], [-0.7849, 4.9008, -32.3889], [0.2792, 4.3025, -30.6485], [-0.2780, 4.0889, -32.7114], [-1.6066, 5.1647, -32.9134], [0.4176, 4.1189, -29.6650], [0.4970, 3.5202, -31.2490], [13.4439, -1.0697, -29.7298], [12.9896, -2.2085, -29.8605], [14.1508, -0.7341, -28.7494], [13.3095, -0.0724, -30.5903], [14.5384, 0.1973, -28.7969], [14.4132, -1.3175, -27.9678], [14.0900, 0.5410, -30.7765], [12.6541, -0.2830, -31.3293], [-4.4582, -3.1668, -27.6976], [-4.9536, -3.4984, -28.7399], [-3.1687, -3.4184, -27.4864], [-5.1852, -2.7424, -26.6836], [-2.8697, -2.9860, -26.6240], [-2.6535, -3.8130, -28.2604], [-4.6766, -2.5382, -25.8353], [-6.1725, -2.5971, -26.8390]]}

---

Record 3
{"formula": "C10H27ClIO2P2Tl", "method": "ωB97M-V/def2-TZVPD", "orbital_gap_ev": 4.9, "homo_energy_ev": -15.41, "total_charge": 2, "lumo_energy_ha": -0.3843, "relative_energy_ev": 2.193, "elements": ["C", "C", "H", "H", "H", "O", "I", "Tl", "P", "C", "C", "H", "H", "H", "H", "H", "H", "C", "H", "H", "H", "P", "C", "C", "H", "H", "H", "C", "H", "H", "H", "H", "H", "H", "Cl", "C", "C", "O", "H", "H", "H", "H", "H", "H"], "xyz": [[0.3670, 0.5624, -1.9027], [1.1044, 0.9955, -0.6721], [0.4214, 1.3501, -2.6779], [-0.6989, 0.4353, -1.6359], [0.7280, -0.4017, -2.3177], [0.9422, 2.1226, -0.1557], [0.0301, -0.5505, 1.3627], [-1.7307, -2.4691, -2.9228], [2.7358, 0.0662, -0.3582], [3.4733, 0.9446, 1.0125], [2.7897, -1.7128, -0.0733], [3.8303, -2.0527, -0.2166], [4.7400, 0.2557, -1.6468], [2.1423, -2.2426, -0.7913], [3.3689, -0.2531, -2.6701], [3.2784, 0.4058, 1.9463], [2.4790, -1.9547, 0.9518], [3.6745, 0.4156, -1.8560], [4.5549, 1.0016, 0.8472], [3.5292, 1.4595, -2.1672], [3.0488, 1.9532, 1.0712], [-2.3987, -0.3807, -0.1485], [-3.0891, 0.7546, 1.1083], [-3.3845, 0.1900, -1.6035], [-2.9116, -2.7666, -0.3219], [-4.3602, -1.7955, 0.1217], [-3.0843, -2.1418, 1.3382], [-3.2811, -1.9246, 0.2823], [-3.2738, -0.4385, -2.5023], [-4.4483, 0.1961, -1.3300], [-4.1207, 1.0196, 0.8430], [-2.4701, 1.6578, 1.1790], [-3.0665, 1.2060, -1.8761], [-3.0671, 0.2657, 2.0865], [0.8481, -2.8372, -2.8698], [-0.8239, 2.3580, 4.5271], [0.0900, 2.5838, 3.3450], [-0.6682, 2.9560, 2.2072], [-1.3378, 3.2859, 4.7939], [-0.2487, 2.0389, 5.3983], [-1.5597, 1.5797, 4.3016], [0.7987, 3.3956, 3.5845], [0.6221, 1.6486, 3.1017], [-0.0837, 2.9208, 1.4271]]}

---

Record 4
{"formula": "C3H11N", "method": "ωB97M-V/def2-TZVPD", "orbital_gap_ev": 11.2, "homo_energy_ev": -10.16, "smiles": "CCC.N", "lumo_energy_ha": 0.0364, "relative_energy_ev": 1.052, "elements": ["N", "H", "H", "H", "C", "C", "C", "H", "H", "H", "H", "H", "H", "H", "H"], "xyz": [[-3.1120, -0.9240, 0.2737], [-2.4054, -0.1278, 0.3749], [-2.4394, -1.5456, -0.2184], [-3.3845, -1.0988, 1.2100], [1.0063, 1.2549, -0.9950], [1.7753, 0.1957, -0.2547], [0.7629, -0.4451, 0.8533], [0.3472, 1.7792, -0.3065], [1.5878, 2.0893, -1.3972], [0.3875, 0.8295, -1.7596], [2.2305, -0.7087, -0.8781], [2.7685, 0.6709, 0.2179], [1.0955, -1.3327, 1.3045], [-0.2749, -0.5676, 0.3466], [0.6049, 0.4471, 1.5685]]}

---

Record 5
{"formula": "C6H9Cl2O6Pd", "method": "ωB97M-V/def2-TZVPD", "orbital_gap_ev": [6.8, 7.0], "multiplicity": 3, "homo_energy_ev": [1.06, 0.89], "total_charge": -3, "lumo_energy_ha": [0.2886, 0.2884], "relative_energy_ev": 0.957, "elements": ["Pd", "C", "C", "O", "O", "H", "H", "H", "C", "C", "O", "O", "H", "H", "H", "C", "C", "O", "O", "H", "H", "H", "Cl", "Cl"], "xyz": [[-0.0065, 0.0470, -0.3269], [0.4040, 1.8039, -4.1941], [1.2463, 1.7916, -2.9550], [2.4716, 1.9464, -3.0753], [0.6668, 1.5072, -1.8915], [-0.1690, 2.7310, -4.1753], [-0.2011, 0.9098, -4.0444], [0.9823, 1.6784, -5.1095], [-2.4135, -3.1402, 1.0279], [-1.1928, -2.6432, 1.6965], [-0.6236, -3.4094, 2.4743], [-0.7993, -1.4707, 1.4611], [-2.3268, -3.1331, -0.0586], [-3.0736, -2.2943, 1.2194], [-2.9369, -3.9893, 1.4676], [1.4787, 1.4766, 3.3215], [1.0913, 1.0905, 1.9465], [0.0409, 1.4469, 1.4800], [1.8144, 0.4368, 1.2509], [1.1800, 2.4725, 3.6486], [2.5388, 1.5155, 3.5720], [1.1611, 0.7291, 4.0485], [-2.4053, 0.5498, -1.2772], [1.0721, -2.0527, -1.5068]]}

---

Record 6
{"formula": "C3H4N2S3", "method": "ωB97M-V/def2-TZVPD", "orbital_gap_ev": [6.3, 6.3], "homo_energy_ev": [-7.56, -7.56], "lumo_energy_ha": [-0.0465, -0.0466], "relative_energy_ev": 4.177, "elements": ["C", "C", "C", "N", "N", "S", "S", "S", "H", "H", "H", "H"], "xyz": [[-0.7347, -0.7730, 0.3461], [-1.9495, 1.1830, 0.9310], [1.6687, -1.3686, -0.4815], [-1.5632, -0.1415, 0.9770], [0.3384, 1.4816, -0.5575], [-3.1144, 1.9048, 1.7800], [-0.8152, 2.3344, 0.1434], [0.2238, -2.0717, 0.1950], [1.3651, -1.0311, -1.3996], [2.2624, -2.2684, -0.6433], [2.1655, -0.7927, 0.3719], [0.1529, 1.5430, -1.6625]]}

---

Record 7
{"formula": "C31H72BN9O12P", "method": "ωB97M-V/def2-TZVPD", "orbital_gap_ev": [8.4, 8.5], "multiplicity": 2, "homo_energy_ev": [-8.32, -8.39], "lumo_energy_ha": [0.0040, 0.0032], "elements": ["C", "O", "B", "O", "C", "P", "N", "O", "O", "C", "C", "C", "C", "N", "O", "C", "C", "C", "C", "H", "H", "H", "H", "H", "H", "H", "H", "H", "H", "H", "H", "H", "H", "H", "H", "H", "H", "H", "H", "H", "H", "H", "C", "C", "O", "N", "C", "H", "H", "H", "H", "H", "H", "H", "C", "C", "O", "N", "C", "H", "H", "H", "H", "H", "H", "H", "C", "C", "O", "N", "C", "H", "H", "H", "H", "H", "H", "H", "C", "C", "O", "N", "C", "H", "H", "H", "H", "H", "H", "H", "C", "C", "O", "N", "C", "H", "H", "H", "H", "H", "H", "H", "C", "C", "O", "N", "C", "H", "H", "H", "H", "H", "H", "H", "C", "C", "O", "N", "C", "H", "H", "H", "H", "H", "H", "H"], "xyz": [[3.4702, -0.6292, 3.7958], [3.6434, -1.8709, 3.0222], [2.4822, -2.8021, 3.2516], [2.3682, -3.3297, 4.6411], [1.4416, -3.2385, 2.0101], [2.5553, -4.2895, 0.8051], [3.5444, -5.1992, 1.7643], [3.6353, -3.2944, -0.1562], [1.6431, -5.3741, -0.2057], [0.2361, -4.2036, 2.5407], [-1.1523, -3.3826, 2.8264], [-1.1736, -2.4988, 4.2052], [-2.3239, -4.5596, 3.0398], [-1.5389, -2.6533, 1.5703], [-1.8903, -3.4768, 0.5666], [-0.5999, -1.5612, 1.1566], [-0.8985, -1.3055, -0.4715], [-0.9286, -0.0763, 1.8538], [0.9933, -1.8599, 1.2718], [2.9486, 0.2449, 3.1886], [4.5612, -0.2986, 4.1390], [2.8411, -0.7556, 4.7824], [1.9131, -2.6743, 5.2468], [4.5524, -4.9414, 1.5448], [3.6027, -2.3284, 0.1474], [2.3232, -6.0652, -0.5215], [0.4957, -4.7844, 3.5506], [-0.0388, -5.0667, 1.7655], [-0.1244, -2.2052, 4.6309], [-1.8116, -1.4947, 4.1077], [-1.7180, -3.1132, 5.0719], [-2.2378, -5.4312, 2.2611], [-3.3990, -4.0460, 3.0270], [-2.1458, -5.0230, 4.1044], [-0.4300, -2.1542, -1.1475], [-0.2750, -0.3219, -0.7330], [-2.0291, -1.0882, -0.6925], [-1.0605, 0.7471, 1.0055], [-1.9872, -0.1389, 2.3877], [-0.0919, 0.2767, 2.5923], [1.4599, -1.8898, 0.1734], [1.5332, -0.9410, 1.7999], [-6.3288, -2.3740, 6.6826], [-5.5319, -3.1163, 5.6458], [-4.6057, -2.5883, 5.0300], [-5.8628, -4.4145, 5.3958], [-6.9083, -5.1977, 6.0119], [-5.9531, -1.3516, 6.7752], [-7.3797, -2.3309, 6.3835], [-6.2290, -2.8686, 7.6528], [-5.2858, -4.8521, 4.6875], [-6.4468, -6.0674, 6.4858], [-7.5889, -5.5336, 5.2259], [-7.4675, -4.6326, 6.7582], [1.4695, 2.5349, -3.2071], [1.6337, 2.2069, -1.7488], [0.8787, 2.6578, -0.8871], [2.6580, 1.3818, -1.3920], [3.6375, 0.7607, -2.2528], [0.6135, 3.2014, -3.3417], [2.3647, 3.0420, -3.5773], [1.2878, 1.6190, -3.7761], [2.7090, 1.2040, -0.3961], [3.5598, -0.3222, -2.1297], [4.6288, 1.0902, -1.9323], [3.4922, 1.0174, -3.3025], [8.3813, 0.6210, 3.6109], [9.1783, -0.1213, 2.5741], [10.1044, 0.4067, 1.9583], [8.8474, -1.4195, 2.3241], [7.8018, -2.2027, 2.9402], [8.7570, 1.6434, 3.7035], [7.3305, 0.6641, 3.3118], [8.4811, 0.1264, 4.5811], [9.4243, -1.8571, 1.6159], [8.2633, -3.0724, 3.4141], [7.1212, -2.5387, 2.1542], [7.2426, -1.6376, 3.6865], [-4.0730, 4.2258, -1.8941], [-2.7509, 3.5115, -1.9486], [-2.2605, 3.1215, -3.0084], [-2.0915, 3.2996, -0.7749], [-2.5044, 3.6809, 0.5557], [-4.4820, 4.3234, -2.9031], [-4.7803, 3.6534, -1.2877], [-3.9375, 5.2276, -1.4771], [-1.2095, 2.8142, -0.8858], [-1.7376, 4.3372, 0.9743], [-2.5742, 2.7748, 1.1622], [-3.4654, 4.1961, 0.5622], [-3.9305, 4.0793, -7.9689], [-3.7663, 3.7512, -6.5106], [-4.5213, 4.2022, -5.6490], [-2.7420, 2.9262, -6.1538], [-1.7625, 2.3050, -7.0146], [-4.7865, 4.7458, -8.1035], [-3.0353, 4.5863, -8.3392], [-4.1122, 3.1633, -8.5380], [-2.6910, 2.7484, -5.1579], [-1.8402, 1.2221, -6.8915], [-0.7712, 2.6345, -6.6942], [-1.9078, 2.5617, -8.0643], [0.5499, 1.2240, -9.9082], [-0.3985, 2.1667, -10.5958], [-0.9918, 3.0578, -9.9877], [-0.5927, 2.0115, -11.9357], [0.0087, 1.0330, -12.8115], [0.6051, 1.4666, -8.8437], [0.1921, 0.1958, -10.0108], [1.5504, 1.3237, -10.3382], [-1.2427, 2.6793, -12.3325], [0.5552, 1.5668, -13.5928], [-0.7930, 0.4474, -13.2677], [0.6904, 0.3650, -12.2843], [0.9305, 3.5240, 5.3250], [-0.1269, 2.4926, 5.0438], [0.1404, 1.2969, 4.9226], [-1.4162, 2.9174, 4.9229], [-1.9192, 4.2669, 5.0321], [1.9085, 3.0407, 5.3955], [0.9632, 4.2545, 4.5121], [0.7211, 4.0216, 6.2760], [-2.0743, 2.1709, 4.7341], [-2.6524, 4.2916, 5.8419], [-2.4120, 4.5227, 4.0911], [-1.1296, 4.9907, 5.2360]]}

---

Record 8
{"formula": "C4H15NO4", "method": "ωB97M-V/def2-TZVPD", "orbital_gap_ev": [10.9, 5.6], "multiplicity": 2, "homo_energy_ev": [-14.30, -14.26], "total_charge": 1, "lumo_energy_ha": [-0.1246, -0.3167], "relative_energy_ev": 1.498, "elements": ["C", "N", "C", "C", "O", "C", "O", "H", "H", "H", "H", "H", "H", "H", "H", "H", "H", "H", "H", "H", "O", "H", "H", "O"], "xyz": [[-1.6937, 1.3742, -2.1248], [-1.2877, 0.2862, -1.2211], [-0.1123, 0.3959, -0.4507], [-0.1401, -0.4672, 0.8067], [0.5834, 0.2170, 1.8316], [1.1914, 0.0324, -1.2892], [2.4305, -0.1241, -0.4969], [-2.7016, 1.6086, -1.9549], [-1.5908, 1.0144, -3.2202], [-1.1490, 2.3523, -2.1222], [-1.4077, -0.5581, -1.7207], [0.0960, 1.4745, -0.2337], [0.2689, -1.4175, 0.6866], [-1.1937, -0.6708, 1.1043], [0.0760, -0.1083, 2.6208], [1.5211, 0.8160, -1.9181], [1.0928, -0.8895, -1.7801], [2.3456, 0.3865, 0.4154], [-1.9276, 1.2608, 2.1703], [-2.9199, 0.8786, 1.0073], [-2.8432, 1.0234, 1.9550], [2.2847, -1.7467, 0.3107], [1.9947, -3.1267, -0.0464], [1.9234, -2.5275, 0.6575]]}

---

What is the formula in the sixth record?
C3H4N2S3